1.
The following is a DFT calculation (ωB97M-V with the def2-TZVPD basis set) of a structure of composition C5H10NO7Rb.

Structure (XYZ):
```
24
Properties=species:S:1:pos:R:3:lowdin_charge:R:1
Rb 1.851 0.659 1.230 1.05
C -0.582 -3.096 -1.733 0.04
C -0.221 -1.716 -1.303 -0.40
O 0.523 -1.414 -0.443 0.12
N -0.818 -0.594 -2.127 0.10
H -0.066 0.051 -2.387 0.17
H -1.102 -0.976 -3.034 0.18
C -2.011 0.009 -1.423 0.03
H -0.047 -3.441 -2.621 0.11
H -1.661 -3.182 -1.873 0.10
H -0.248 -3.802 -0.975 0.11
H -1.840 0.126 -0.356 0.12
H -2.820 -0.716 -1.532 0.11
H -2.268 0.953 -1.892 0.09
O 3.321 0.240 4.626 0.00
C 2.681 1.486 4.572 -0.85
O 2.726 2.095 3.465 -0.21
O 2.157 1.935 5.604 -0.03
H 3.043 -0.070 5.499 0.08
O 0.423 1.961 -0.875 -0.09
C -0.786 2.412 -0.331 -0.86
O -0.861 2.488 0.898 0.00
O -1.658 2.735 -1.172 -0.06
H 0.263 1.857 -1.817 0.07
```

Results
gap between HOMO and LUMO: 0.1804 Eh
highest occupied orbital energy: -6.969 eV
total charge: 0

=====

2.
The following is a DFT calculation (ωB97M-V with the def2-TZVPD basis set) of a cluster of 2 separate species, C10H12NO in total.

Structure (XYZ):
```
24
Properties=species:S:1:pos:R:3:lowdin_charge:R:1
C 3.118 -1.745 2.165 0.00
C 2.544 -0.546 2.588 -0.01
C 2.430 -2.563 1.286 0.02
C 1.302 -0.208 2.103 -0.01
C 1.172 -2.184 0.821 -0.23
C -1.928 1.447 -0.356 -0.12
C -3.244 2.679 -2.296 -0.06
C -3.026 3.706 -1.251 -0.07
C -2.594 2.302 -1.000 -0.18
C 0.355 -2.997 -0.110 0.01
N 0.667 -1.022 1.252 0.14
O -1.371 0.602 0.265 0.08
H 4.096 -2.029 2.520 0.13
H 3.063 0.108 3.269 0.12
H 2.865 -3.491 0.951 0.13
H 0.798 0.707 2.372 0.15
H -4.241 2.299 -2.462 0.11
H -2.611 2.668 -3.172 0.11
H -2.246 4.443 -1.380 0.11
H -3.873 4.053 -0.675 0.11
H -0.232 -0.687 0.874 0.12
H -0.231 -2.365 -0.774 0.10
H 0.978 -3.662 -0.702 0.10
H -0.341 -3.615 0.459 0.11
```

Results
gap between HOMO and LUMO: 0.2978 Eh
highest occupied orbital energy: -12.005 eV
total charge: +1

=====

3.
The following is a DFT calculation (ωB97M-V with the def2-TZVPD basis set) of a cluster of 11 separate species, C38H106N8O14 in total.

Structure (XYZ):
```
166
Properties=species:S:1:pos:R:3:lowdin_charge:R:1
C 2.712 -2.809 2.788 -0.09
O 3.014 -3.449 1.555 -0.18
C 3.135 -4.874 1.756 -0.21
C 4.045 -5.417 2.819 -0.45
C 5.471 -4.876 2.719 -0.05
N 4.004 -6.897 2.716 0.03
H 1.720 -2.344 2.809 0.06
H 3.457 -2.047 3.022 0.09
H 2.645 -3.503 3.626 0.08
H 2.130 -5.305 1.817 0.13
H 3.476 -5.259 0.787 0.12
H 3.622 -5.257 3.814 0.13
H 6.051 -5.224 3.576 0.08
H 5.573 -3.791 2.740 0.07
H 5.897 -5.287 1.801 0.08
H 4.776 -7.119 2.082 0.07
H 4.377 -7.357 3.544 0.07
C -1.259 4.426 1.853 -0.09
O -2.476 5.129 1.658 -0.21
C -3.329 5.234 2.790 -0.20
C -4.744 5.623 2.366 -0.40
C -4.770 6.879 1.459 -0.06
N -5.363 6.024 3.622 0.01
H -0.536 4.568 1.058 0.08
H -1.520 3.379 2.036 0.06
H -0.864 4.802 2.808 0.09
H -3.323 4.413 3.515 0.11
H -2.827 6.043 3.344 0.13
H -5.305 4.798 1.934 0.12
H -4.172 7.739 1.756 0.08
H -5.820 7.172 1.443 0.07
H -4.436 6.638 0.445 0.06
H -5.147 6.910 4.046 0.07
H -6.360 5.888 3.688 0.07
C -1.259 -2.338 3.278 -0.12
O -2.080 -1.189 3.252 -0.20
C -2.939 -1.168 4.379 -0.18
C -3.863 0.074 4.329 -0.43
C -3.158 1.397 4.422 -0.07
N -4.756 -0.048 5.478 0.04
H -1.890 -3.184 3.567 0.09
H -0.407 -2.345 3.971 0.07
H -0.734 -2.568 2.347 0.09
H -3.609 -2.036 4.333 0.12
H -2.372 -1.266 5.308 0.13
H -4.347 0.060 3.346 0.13
H -2.435 1.419 3.599 0.05
H -2.604 1.647 5.327 0.08
H -3.890 2.184 4.225 0.07
H -5.289 0.778 5.699 0.07
H -5.359 -0.851 5.338 0.07
C 4.395 1.343 1.723 -0.08
O 3.915 2.694 1.774 -0.20
C 3.824 3.291 0.491 -0.22
C 3.134 4.634 0.745 -0.42
C 2.355 5.159 -0.456 -0.07
N 4.147 5.656 1.119 0.03
H 5.467 1.456 1.521 0.07
H 3.871 0.716 1.001 0.08
H 4.338 0.973 2.747 0.08
H 4.759 3.313 -0.082 0.13
H 3.159 2.727 -0.175 0.09
H 2.432 4.513 1.570 0.13
H 2.159 6.229 -0.393 0.08
H 1.376 4.681 -0.546 0.06
H 2.866 5.031 -1.416 0.08
H 4.594 5.249 1.940 0.07
H 4.825 5.599 0.363 0.06
C -2.688 -1.632 -2.233 -0.09
O -3.622 -0.621 -2.543 -0.22
C -4.601 -0.970 -3.528 -0.18
C -4.033 -1.039 -4.943 -0.44
C -3.098 0.159 -5.219 -0.04
N -5.160 -1.122 -5.868 0.04
H -1.699 -1.178 -2.119 0.07
H -2.578 -2.369 -3.033 0.07
H -2.933 -2.110 -1.278 0.09
H -5.231 -1.819 -3.258 0.13
H -5.110 0.001 -3.489 0.12
H -3.341 -1.877 -5.064 0.09
H -3.386 1.062 -4.665 0.08
H -2.939 0.362 -6.274 0.08
H -2.153 -0.005 -4.687 0.07
H -4.887 -0.795 -6.795 0.07
H -5.809 -0.357 -5.671 0.07
C 0.856 -1.337 -4.128 -0.08
O -0.216 -2.114 -4.656 -0.21
C -0.173 -2.137 -6.069 -0.21
C -1.419 -2.808 -6.595 -0.42
C -1.565 -4.234 -5.951 -0.04
N -1.415 -3.008 -8.045 0.02
H 0.608 -0.282 -4.284 0.09
H 1.806 -1.474 -4.655 0.09
H 1.037 -1.547 -3.078 0.07
H 0.008 -1.155 -6.513 0.13
H 0.627 -2.821 -6.387 0.13
H -2.323 -2.220 -6.415 0.10
H -1.841 -4.092 -4.902 0.06
H -0.569 -4.684 -5.976 0.08
H -2.260 -4.887 -6.469 0.07
H -0.609 -3.488 -8.435 0.07
H -2.161 -3.644 -8.292 0.06
C 4.964 -1.825 -1.842 -0.10
O 6.330 -1.720 -1.431 -0.17
C 6.487 -0.691 -0.483 -0.23
C 7.940 -0.657 -0.002 -0.41
C 8.329 -1.840 0.897 -0.06
N 8.091 0.552 0.806 0.03
H 4.978 -2.769 -2.393 0.09
H 4.377 -0.998 -2.231 0.09
H 4.432 -2.236 -0.971 0.07
H 6.199 0.281 -0.911 0.12
H 5.808 -0.835 0.366 0.12
H 8.638 -0.720 -0.841 0.13
H 7.616 -2.260 1.612 0.07
H 9.125 -1.537 1.586 0.07
H 8.737 -2.684 0.339 0.07
H 7.718 1.326 0.274 0.06
H 8.965 0.742 1.261 0.07
C -6.806 4.477 -1.313 -0.11
O -5.607 4.048 -1.942 -0.19
C -4.612 3.586 -1.059 -0.19
C -4.912 2.387 -0.106 -0.40
C -3.667 1.695 0.422 -0.05
N -5.617 1.317 -0.878 0.05
H -6.863 4.462 -0.220 0.08
H -7.663 3.913 -1.685 0.09
H -6.871 5.546 -1.548 0.09
H -3.826 3.245 -1.742 0.13
H -4.211 4.434 -0.486 0.11
H -5.620 2.619 0.693 0.12
H -4.015 0.870 1.046 0.08
H -3.014 2.338 1.016 0.06
H -3.028 1.248 -0.342 0.08
H -4.940 0.969 -1.562 0.03
H -6.143 1.881 -1.559 0.05
O -0.065 1.695 -0.282 -0.07
C 1.187 1.048 -0.378 -0.24
C 1.024 -0.442 -0.166 -0.22
O 2.229 -1.112 -0.568 -0.11
H -0.308 1.842 0.634 0.04
H 1.684 1.256 -1.322 0.13
H 1.726 1.331 0.534 0.10
H 0.177 -0.787 -0.774 0.11
H 0.852 -0.749 0.869 0.10
H 1.923 -1.989 -0.862 0.02
O -0.368 0.919 2.680 -0.09
C 0.427 1.534 3.668 -0.24
C 1.487 0.667 4.338 -0.20
O 0.846 -0.352 5.116 -0.08
H -0.581 0.012 2.982 0.06
H 0.742 2.526 3.331 0.12
H -0.205 1.887 4.503 0.11
H 1.937 1.364 5.051 0.12
H 2.171 0.126 3.694 0.10
H 0.267 0.012 5.791 0.09
O 1.436 -3.541 -1.400 -0.08
C 0.371 -4.357 -1.869 -0.21
C 0.980 -5.596 -2.502 -0.24
O 1.631 -6.435 -1.564 -0.05
H 1.838 -3.974 -0.631 0.08
H -0.449 -4.525 -1.161 0.13
H -0.227 -3.808 -2.602 0.10
H 1.696 -5.178 -3.217 0.12
H 0.244 -6.181 -3.064 0.12
H 2.406 -6.800 -1.996 0.09
```

Results
gap between HOMO and LUMO: 0.3482 Eh
highest occupied orbital energy: -8.933 eV
total charge: 0
SMILES: COC[C@H](C)N.COC[C@H](C)N.COC[C@H](C)N.COC[C@H](C)N.COC[C@H](C)N.COC[C@H](C)N.COC[C@H](C)N.COC[C@H](C)N.OCCO.OCCO.OCCO

=====

4.
The following is a DFT calculation (ωB97M-V with the def2-TZVPD basis set) of the molecule C3H8O.

Structure (XYZ):
```
12
Properties=species:S:1:pos:R:3:lowdin_charge:R:1
C 0.393 0.694 1.093 -0.07
C 0.364 -0.408 0.030 -0.48
C -0.536 0.187 -1.045 -0.09
O -0.152 -1.666 0.493 -0.06
H 1.318 0.702 1.646 0.07
H 0.298 1.696 0.640 0.08
H -0.459 0.625 1.773 0.09
H 1.361 -0.623 -0.400 0.14
H -0.157 1.142 -1.441 0.08
H -0.600 -0.534 -1.851 0.07
H -1.536 0.389 -0.634 0.09
H -0.293 -2.204 -0.305 0.09
```

Results
gap between HOMO and LUMO: 0.4155 Eh
highest occupied orbital energy: -10.286 eV
total charge: 0
SMILES: CC(C)O

=====

5.
The following is a DFT calculation (ωB97M-V with the def2-TZVPD basis set) of a cluster of 2 separate species, C13H18N2O3 in total.

Structure (XYZ):
```
36
Properties=species:S:1:pos:R:3:lowdin_charge:R:1
C -3.335 -2.742 0.859 0.00
C -2.923 -2.222 -0.627 -0.20
H -2.506 -2.926 -1.267 0.11
O -2.010 -1.257 -0.645 0.04
C -2.342 -0.114 -0.482 -0.19
C -3.671 0.450 0.117 0.00
C -3.882 1.750 0.532 -0.02
C -2.757 2.786 0.167 -0.06
C -1.544 2.330 -0.201 -0.06
C -1.261 0.924 -0.432 -0.10
C -0.027 0.696 -0.910 -0.42
O 0.112 0.133 -2.130 -0.04
N 1.041 0.514 -0.123 0.04
N 2.353 0.381 -0.216 -0.23
C 3.272 1.334 -0.088 -0.26
C 4.604 0.833 -0.241 -0.20
H 5.468 1.442 -0.053 0.11
O 4.984 -0.371 0.395 -0.04
C 4.194 -1.230 -0.025 -0.29
C 2.650 -0.878 0.578 -0.02
H 1.917 -1.706 0.092 0.16
H 2.531 -0.679 1.710 0.13
H 4.414 -2.100 0.655 0.15
H 4.023 -1.513 -0.863 0.02
H 4.683 0.861 -1.694 0.22
H 3.094 2.256 -0.551 0.13
H 3.292 1.423 1.113 0.17
H 0.803 1.142 0.903 0.24
H -0.739 2.953 -0.080 0.08
H -2.845 3.768 0.601 0.08
H -4.759 2.335 0.615 0.07
H -4.493 -0.153 0.012 0.05
H -3.953 -1.796 -1.090 0.16
H -3.793 -2.082 1.395 -0.02
H -4.158 -3.602 0.712 0.14
H -2.439 -2.938 1.262 0.03
```

Results
gap between HOMO and LUMO: 0.3106 Eh
highest occupied orbital energy: -7.972 eV
total charge: 0

=====

6.
The following is a DFT calculation (ωB97M-V with the def2-TZVPD basis set) of a structure of composition C30H34MnN5O9P3.

Structure (XYZ):
```
82
Properties=species:S:1:pos:R:3:lowdin_spin:R:1
Mn 0.458 -0.565 0.271 2.14
O 0.154 -2.973 1.059 0.01
C -0.489 -2.257 0.332 -0.09
C -1.813 -2.636 -0.235 -0.02
C -2.262 -3.946 -0.352 0.00
C -3.522 -4.163 -0.883 0.00
C -4.317 -3.087 -1.280 0.00
C -3.867 -1.783 -1.152 0.00
C -2.600 -1.559 -0.617 0.00
P -1.731 0.019 -0.414 -0.04
C -2.004 0.784 -2.046 -0.01
C -2.425 2.099 -2.218 0.00
C -2.576 2.620 -3.498 0.00
C -2.325 1.828 -4.610 0.00
C -1.923 0.506 -4.445 0.00
C -1.759 -0.015 -3.170 0.00
C -2.668 1.033 0.757 -0.01
C -3.929 0.668 1.224 0.00
C -4.593 1.471 2.143 0.00
C -4.003 2.641 2.595 0.00
C -2.742 3.005 2.138 0.00
C -2.070 2.202 1.231 0.00
H -1.624 -4.763 -0.043 0.00
H -3.892 -5.173 -1.000 0.00
H -5.296 -3.275 -1.701 0.00
H -4.487 -0.957 -1.478 0.00
H -2.634 2.722 -1.357 0.00
H -2.906 3.643 -3.624 0.00
H -2.458 2.233 -5.604 0.00
H -1.737 -0.120 -5.308 0.00
H -1.422 -1.037 -3.046 0.00
H -4.400 -0.244 0.880 0.00
H -5.572 1.179 2.499 0.00
H -4.521 3.268 3.309 0.00
H -2.275 3.911 2.500 0.00
H -1.070 2.464 0.906 0.00
N 1.049 2.109 -2.983 0.00
C 2.278 1.702 -2.206 0.00
C 3.491 2.340 -2.870 0.00
P 2.039 2.356 -0.488 0.00
O 1.345 3.780 -0.865 0.00
O 3.329 2.564 0.192 0.00
O 0.926 1.533 0.126 0.03
P 2.362 -0.144 -2.236 0.00
O 2.235 -0.378 -3.823 0.00
O 3.669 -0.549 -1.700 0.00
O 1.026 -0.622 -1.662 0.00
H 0.811 3.084 -2.780 0.00
H 0.246 1.519 -2.734 0.00
H 1.207 2.001 -3.984 0.00
H 3.426 3.430 -2.855 0.00
H 3.594 1.999 -3.902 0.00
H 4.380 2.044 -2.319 0.00
H 1.905 4.523 -0.594 0.00
H 2.844 -1.061 -4.143 0.00
C 5.619 0.252 1.918 0.00
N 4.518 -0.570 1.464 0.00
C 4.625 -1.757 0.639 0.00
C 3.167 -2.040 0.314 0.00
O 2.757 -2.957 -0.343 0.00
N 2.388 -1.026 0.898 0.00
C 3.232 -0.229 1.555 0.00
N 2.826 0.797 2.329 0.00
H 6.549 -0.247 1.658 0.00
H 5.594 0.382 3.002 0.00
H 5.604 1.228 1.429 0.00
H 5.071 -2.593 1.181 0.00
H 5.164 -1.573 -0.289 0.00
H 1.859 1.057 2.178 0.00
H 3.454 1.586 2.374 0.00
O -0.054 -0.126 2.238 -0.01
N -0.326 -1.083 3.113 0.00
C -1.607 -1.431 3.315 0.00
C -1.926 -2.419 4.218 0.00
C -0.911 -3.054 4.917 0.00
C 0.401 -2.670 4.696 0.00
C 0.675 -1.675 3.782 0.00
H -2.323 -0.874 2.727 0.00
H -2.964 -2.680 4.360 0.00
H -1.141 -3.836 5.628 0.00
H 1.224 -3.133 5.219 0.00
H 1.659 -1.304 3.544 0.00
```

Results
gap between HOMO and LUMO (alpha / beta): 0.3132 / 0.3023 Eh
highest occupied orbital energy (alpha / beta): -10.926 / -10.566 eV
total charge: +1
2S+1: 3

=====

7.
The following is a DFT calculation (ωB97M-V with the def2-TZVPD basis set) of a cluster of 11 separate species, C29H53Cl15O18 in total.

Structure (XYZ):
```
115
Properties=species:S:1:pos:R:3:lowdin_charge:R:1
C -0.822 3.302 3.820 -0.08
C -0.137 2.088 3.215 -0.22
O 1.054 1.732 3.936 0.00
C 2.149 2.486 3.689 -0.55
O 2.275 3.338 2.801 0.09
O 3.131 2.069 4.512 -0.01
C 4.392 2.786 4.454 -0.02
H -0.169 4.198 3.827 0.09
H -1.214 2.990 4.801 0.09
H -1.668 3.661 3.217 0.01
H 0.153 2.308 2.170 0.10
H -0.716 1.169 3.309 0.12
H 4.903 2.564 3.487 0.11
H 4.931 2.363 5.251 0.07
H 4.255 3.853 4.506 0.09
C 1.322 2.046 -5.517 -0.07
C 1.688 3.425 -5.101 -0.18
O 3.078 3.768 -5.454 0.02
C 3.959 3.296 -4.543 -0.58
O 3.777 2.625 -3.580 0.14
O 5.177 3.660 -5.046 -0.02
C 6.277 3.341 -4.141 -0.02
H 1.071 1.860 -6.602 0.10
H 0.352 1.775 -5.079 0.07
H 1.862 1.218 -5.084 0.06
H 1.675 3.578 -4.005 0.11
H 1.157 4.242 -5.613 0.13
H 6.121 2.340 -3.723 0.08
H 6.387 4.149 -3.397 0.10
H 7.150 3.370 -4.779 0.09
C 4.144 -0.058 -7.056 -0.07
C 4.978 -0.595 -5.909 -0.19
O 4.207 -0.686 -4.686 0.01
C 4.811 -0.385 -3.517 -0.59
O 5.993 -0.187 -3.347 0.12
O 3.835 -0.300 -2.625 -0.05
C 4.167 0.111 -1.305 -0.01
H 3.100 -0.328 -7.128 0.07
H 4.624 -0.280 -8.035 0.09
H 4.093 1.069 -7.025 0.08
H 5.874 0.026 -5.768 0.13
H 5.274 -1.596 -6.183 0.12
H 3.523 -0.456 -0.610 0.08
H 4.092 1.191 -1.309 0.10
H 5.138 -0.162 -1.022 0.08
C 0.526 -1.442 3.249 -0.05
C 1.555 -0.959 2.216 -0.16
O 1.817 -2.050 1.262 -0.14
C 2.882 -2.828 1.601 -0.58
O 3.635 -2.636 2.544 0.10
O 3.074 -3.778 0.658 -0.06
C 4.232 -4.602 0.767 -0.03
H 0.885 -2.389 3.664 0.09
H -0.468 -1.454 2.786 0.07
H 0.451 -0.784 4.087 0.06
H 2.490 -0.758 2.691 0.11
H 1.183 -0.204 1.539 0.10
H 4.035 -5.527 0.268 0.08
H 4.630 -4.756 1.782 0.10
H 4.971 -4.088 0.157 0.10
C -6.565 -4.855 2.063 -0.08
C -6.361 -3.835 3.149 -0.23
O -6.707 -4.420 4.428 0.02
C -6.597 -3.579 5.476 -0.57
O -6.275 -2.410 5.310 0.08
O -6.915 -4.271 6.579 0.00
C -6.769 -3.632 7.858 -0.04
H -7.592 -5.322 2.192 0.10
H -5.895 -5.703 2.033 0.06
H -6.580 -4.293 1.161 0.06
H -6.942 -2.904 3.005 0.13
H -5.247 -3.563 3.190 0.12
H -7.690 -3.679 8.456 0.09
H -6.434 -2.593 7.761 0.09
H -5.968 -4.171 8.418 0.10
C -3.063 -0.771 0.417 -0.07
C -1.913 -1.477 -0.316 -0.24
O -1.397 -0.627 -1.340 -0.04
C -0.673 0.436 -0.972 -0.69
O -0.486 0.740 0.166 0.09
O -0.135 1.017 -2.017 0.00
C 0.736 2.076 -1.713 -0.03
H -3.983 -0.757 -0.244 0.10
H -2.704 0.216 0.733 0.04
H -3.324 -1.317 1.284 0.04
H -2.264 -2.360 -0.885 0.11
H -1.067 -1.829 0.257 0.04
H 0.122 2.972 -1.655 0.08
H 1.460 2.172 -2.484 0.06
H 1.250 1.949 -0.775 0.10
Cl -1.942 6.544 -1.680 0.51
C -2.633 5.562 -0.361 -1.51
Cl -3.464 6.640 0.796 0.51
Cl -1.395 4.559 0.460 0.54
H -3.364 4.916 -0.817 -0.08
Cl 1.326 -2.162 -1.483 0.66
C 1.665 -2.431 -3.249 -1.44
Cl 0.316 -1.870 -4.177 0.58
Cl 2.014 -4.181 -3.572 0.50
H 2.515 -1.736 -3.479 0.00
Cl -2.535 -5.038 2.907 0.54
C -1.657 -5.268 1.382 -1.59
Cl -0.317 -4.167 1.133 0.65
Cl -2.727 -5.154 0.091 0.61
H -1.219 -6.256 1.403 0.01
Cl -3.593 2.199 -1.372 0.56
C -4.401 2.579 -2.932 -1.52
Cl -3.313 2.145 -4.216 0.56
Cl -4.921 4.251 -3.012 0.57
H -5.314 1.974 -3.045 0.03
Cl -6.763 1.465 2.090 0.53
C -5.328 1.880 3.017 -1.48
Cl -4.082 2.704 1.976 0.48
Cl -4.622 0.391 3.658 0.54
H -5.590 2.531 3.870 0.03
```

Results
gap between HOMO and LUMO: 0.3966 Eh
highest occupied orbital energy: -10.465 eV
total charge: 0
SMILES: CCOC(=O)OC.CCOC(=O)OC.CCOC(=O)OC.CCOC(=O)OC.CCOC(=O)OC.CCOC(=O)OC.ClC(Cl)Cl.ClC(Cl)Cl.ClC(Cl)Cl.ClC(Cl)Cl.ClC(Cl)Cl

=====

Number 1: molar mass 281.603 g/mol. Number 2: molar mass 162.212 g/mol. Number 3: molar mass 899.308 g/mol. Number 4: molar mass 60.096 g/mol. Number 5: molar mass 250.298 g/mol. Number 6: molar mass 756.488 g/mol. Number 7: molar mass 1221.520 g/mol.